Formula: C21H22I2IrN2OP
Source: the Open Molecules 2025 dataset
Level of theory: ωB97M-V/def2-TZVPD

Geometry as XYZ:
```
50
C21H22I2IrN2OP, DFT ωB97M-V/def2-TZVPD
Ir -0.3099 -0.0764 -0.4061
I 4.5821 -5.8644 -1.3878
C 3.0076 -4.5643 -1.0066
C 1.7270 -5.0602 -0.7899
C 0.6794 -4.1896 -0.5503
I -1.2295 -4.9434 -0.2014
C 0.8797 -2.8051 -0.5246
O -0.2118 -2.0369 -0.3329
C 2.1773 -2.3134 -0.7116
C 2.5248 -0.8611 -0.5615
N 1.5444 0.0505 -1.2268
C 1.9914 1.4722 -1.1863
C 0.8247 2.3860 -1.4198
C 0.9430 3.6286 -2.0071
C -0.1924 4.4136 -2.1551
C -1.4152 3.9199 -1.7288
C -1.4666 2.6626 -1.1610
N -0.3662 1.9144 -0.9925
C 3.2245 -3.1996 -0.9621
H 1.5452 -6.1260 -0.8102
H 3.5104 -0.6735 -0.9918
H 2.5580 -0.5445 0.4860
H 1.4856 -0.2465 -2.2055
H 2.7870 1.6411 -1.9123
H 2.4065 1.6448 -0.1903
H 1.9087 3.9758 -2.3485
H -0.1226 5.3927 -2.6095
H -2.3246 4.4917 -1.8449
H -2.3976 2.2216 -0.8320
H 4.2239 -2.8111 -1.1155
C 0.3402 -1.2392 2.6942
P -0.2011 0.1926 1.7659
C 0.4525 1.6815 2.5159
C -1.9624 0.2805 1.4923
C -2.7123 1.4461 1.7397
C -3.9952 1.5411 1.2528
C -4.5343 0.5208 0.4529
C -3.8051 -0.6163 0.1880
C -2.5147 -0.7699 0.7219
H -0.1457 -2.1317 2.3001
H 0.0815 -1.0998 3.7458
H 1.4220 -1.3539 2.6069
H 0.0880 1.7612 3.5425
H 0.1577 2.5635 1.9495
H 1.5414 1.6151 2.5485
H -2.3007 2.2473 2.3399
H -4.5959 2.4098 1.4892
H -5.5408 0.6197 0.0689
H -4.2337 -1.4255 -0.3879
H -2.0360 -1.7423 0.6593
```

Properties
Relative energy (zero: lowest compared OMol25 entry of this formula, charge and spin)   0.00 kJ/mol
Orbital gap   5.51 eV
HOMO energy   -12.90 eV
Total energy   -55477.08388 eV
Total charge   +2
Multiplicity   1



Formula: C4H4Cl2
Source: the Open Molecules 2025 dataset
Level of theory: ωB97M-V/def2-TZVPD

Geometry as XYZ:
```
10
C4H4Cl2, DFT ωB97M-V/def2-TZVPD
C -0.3892 0.0584 -0.2364
C -0.6420 0.0461 1.0994
C 0.3731 0.0280 2.1915
C 1.6104 -0.4884 2.1156
H -1.6469 0.0896 1.3997
H 0.1987 0.6934 3.0274
H 2.2944 -0.1380 2.9228
H 1.9728 -1.2385 1.3988
Cl -1.6681 0.3889 -1.3886
Cl 1.1662 -0.2284 -0.9508
```

Properties
Relative energy (zero: lowest compared OMol25 entry of this formula, charge and spin)   49.14 kJ/mol
SMILES   C=CC=C(Cl)Cl
Orbital gap   9.54 eV
HOMO energy   -9.03 eV
Total energy   -29256.14942 eV
Multiplicity   1



Formula: C28H56Br4O12S6
Source: the Open Molecules 2025 dataset
Level of theory: ωB97M-V/def2-TZVPD

Geometry as XYZ:
```
106
C28H56Br4O12S6, DFT ωB97M-V/def2-TZVPD
C 21.4160 29.5040 19.3985
C 20.4923 28.6508 18.5888
C 19.5701 27.8532 19.4603
S 20.4353 27.6428 21.0408
O 20.8070 26.2313 21.3171
O 19.6183 28.3732 22.0128
C 21.8139 28.6546 20.6617
H 20.8849 30.4040 19.7085
H 22.3570 29.7950 18.9316
H 20.9309 28.0713 17.7764
H 19.9524 29.2562 17.8607
H 19.2914 26.8885 19.0364
H 18.6954 28.4420 19.7367
H 22.5890 27.9162 20.4564
H 22.0765 29.1024 21.6202
C 13.2013 33.0405 13.9939
C 12.4214 33.3566 12.6727
C 13.3058 32.7304 11.5634
S 14.2486 31.2105 12.2516
O 15.6145 31.6611 12.1448
O 13.7992 30.0452 11.4493
C 13.4689 31.5579 13.9517
H 12.5808 33.3056 14.8500
H 13.9609 33.8206 14.0449
H 12.0623 34.3786 12.5514
H 11.4042 32.9847 12.7956
H 14.0076 33.4335 11.1149
H 12.6919 32.2437 10.8055
H 14.1592 31.1265 14.6766
H 12.5701 30.9420 13.9818
C 16.0404 35.6500 20.3516
C 14.7838 35.5743 19.4812
C 13.6550 34.9164 20.2951
S 14.5074 34.0451 21.7930
O 14.4162 32.5969 21.5352
O 14.2074 34.7474 23.0386
C 16.1924 34.5203 21.3086
H 16.1111 36.5956 20.8891
H 16.9125 35.5928 19.7002
H 14.9337 35.1010 18.5109
H 14.5398 36.5633 19.0933
H 12.9554 34.2247 19.8257
H 13.0059 35.5913 20.8530
H 16.5316 33.6397 20.7630
H 16.7940 34.6380 22.2099
C 14.1420 30.3873 17.9781
C 14.3424 31.9559 17.9966
C 15.7429 32.3204 17.3865
S 16.8731 31.0758 18.1844
O 17.2776 31.5202 19.5202
O 17.7904 30.5433 17.2432
C 15.5293 29.7537 18.4462
H 13.9445 30.1036 16.9444
H 13.4005 30.2259 18.7606
H 14.2257 32.2623 19.0361
H 13.6105 32.5538 17.4536
H 16.0932 33.3104 17.6784
H 15.8220 32.2228 16.3037
H 15.5026 29.2908 19.4326
H 15.6304 28.9983 17.6669
C 16.3222 39.3392 16.7373
C 16.9155 39.1644 15.3877
C 17.3460 37.7027 15.1405
S 17.9377 37.1011 16.7427
O 19.3844 37.2827 16.6734
O 17.3226 35.8460 17.1644
C 17.2210 38.5854 17.6921
H 15.3588 38.8541 16.5805
H 16.1255 40.3548 17.0805
H 17.7534 39.8614 15.3755
H 16.3498 39.4936 14.5161
H 18.1814 37.6756 14.4409
H 16.4838 37.1016 14.8516
H 18.1056 39.2001 17.8587
H 16.7677 38.2308 18.6178
C 14.9474 27.7641 14.3218
C 13.5056 27.6452 14.9540
C 13.1941 26.2141 14.7788
S 14.0471 25.3766 13.3210
O 13.0938 25.2085 12.2532
O 14.9083 24.3385 13.7608
C 15.0030 26.9996 12.9787
H 15.7307 27.4803 15.0246
H 15.1394 28.8319 14.2166
H 12.7628 28.1415 14.3294
H 13.3201 28.0644 15.9429
H 12.1236 26.0207 14.8478
H 13.6158 25.6294 15.5964
H 14.4186 27.5523 12.2431
H 15.9342 26.5908 12.5865
Br 10.2987 27.4936 17.0197
C 10.5828 29.4920 16.7158
C 9.5650 29.9374 15.7248
Br 9.9178 28.9515 13.9964
H 11.5551 29.8208 16.3489
H 10.3853 30.0674 17.6203
H 9.7098 30.9833 15.4542
H 8.5450 29.8382 16.0961
Br 17.8552 32.6219 24.5112
C 17.6715 31.0556 23.2928
C 16.3373 30.3060 23.5042
Br 15.9956 28.7863 22.3544
H 18.4932 30.3904 23.5579
H 18.1060 31.4002 22.3544
H 15.5918 31.0501 23.2237
H 16.1460 30.0546 24.5474
```

Properties
Relative energy (zero: lowest compared OMol25 entry of this formula, charge and spin)   336.52 kJ/mol
SMILES   O=S1(=O)CCCC1.O=S1(=O)CCCC1.O=S1(=O)CCCC1.O=S1(=O)CCCC1.O=S1(=O)CCCC1.O=S1(=O)CCCC1.BrCCBr.BrCCBr
Orbital gap   9.35 eV
HOMO energy   -9.82 eV
Total energy   -399689.32703 eV
Multiplicity   1



Formula: C24H24N2OS4SbSe5W
Source: the Open Molecules 2025 dataset
Level of theory: ωB97M-V/def2-TZVPD

Geometry as XYZ:
```
62
C24H24N2OS4SbSe5W, DFT ωB97M-V/def2-TZVPD
W 0.1684 1.2169 -0.0838
S -0.0233 1.8086 -2.4810
C 1.0585 0.7433 -3.3542
C 1.7512 1.1382 -4.4944
C 2.6326 0.2616 -5.1068
C 2.8357 -1.0138 -4.5947
C 2.1378 -1.4257 -3.4695
C 1.2624 -0.5386 -2.8666
S 0.2462 -0.9623 -1.4807
C 1.3616 -2.0006 -0.5316
C 0.8853 -1.9702 0.8781
C 0.7720 -3.1475 1.5841
C 0.3586 -3.1105 2.9037
C 0.1542 -1.8824 3.4786
C 0.2967 -0.7359 2.7087
C 0.1944 0.5702 3.4219
S -0.2146 1.9423 2.3481
C -1.9882 1.9353 2.4031
C -2.5977 2.6701 3.4109
C -3.9723 2.6205 3.5600
C -4.7213 1.8286 2.7005
C -4.1126 1.1066 1.6888
C -2.7314 1.1643 1.5130
S -2.0003 0.1880 0.2505
N 0.5952 -0.7627 1.4056
H 1.6147 2.1414 -4.8773
H 3.1839 0.5841 -5.9805
H 3.5458 -1.6834 -5.0603
H 2.2980 -2.4138 -3.0597
H 2.3795 -1.6063 -0.6166
H 1.3328 -3.0155 -0.9230
H 0.9958 -4.0813 1.0885
H 0.2154 -4.0200 3.4696
H -0.1587 -1.7762 4.5069
H 1.1728 0.7922 3.8584
H -0.5683 0.5089 4.2008
H -1.9902 3.2594 4.0866
H -4.4514 3.1749 4.3555
H -5.7937 1.7563 2.8287
H -4.6958 0.4597 1.0474
C -1.5057 4.7274 -1.3485
C -0.4352 4.3687 -0.3256
C -0.7496 5.0236 1.0139
C 0.9592 4.7430 -0.7946
O -0.5132 2.9382 -0.1216
H -1.5679 5.8130 -1.4456
H -2.4752 4.3504 -1.0205
H -1.2753 4.3003 -2.3227
H -0.7774 6.1071 0.8836
H 0.0146 4.7860 1.7537
H -1.7197 4.6923 1.3857
H 1.0076 5.8250 -0.9319
H 1.2006 4.2551 -1.7372
H 1.7055 4.4563 -0.0530
Se 5.6613 2.0536 1.7471
Sb 4.7980 -0.1555 1.5130
Se 2.4634 1.3240 -0.0218
Se 5.1365 -1.4220 -0.4988
Se 3.8142 -1.2176 3.3910
Se -3.5181 -2.5992 2.6519
C -2.9385 -1.3439 3.8438
N -2.5566 -0.5382 4.5923
```

Properties
Relative energy (zero: lowest compared OMol25 entry of this formula, charge and spin)   0.00 kJ/mol
Orbital gap   4.81 eV
HOMO energy   -4.63 eV
Total energy   -408746.78918 eV
Total charge   -1
Multiplicity   1